Entry 1:
{
  "formula": "H16O8",
  "method": "ωB97M-V/def2-TZVPD",
  "lumo_ha": [0.102, 0.098],
  "multiplicity": 2,
  "charge": -1,
  "s_squared": 0.751,
  "gap_ev": [2.7980, 9.9743],
  "species": ["O", "H", "H", "O", "H", "H", "O", "H", "H", "O", "H", "H", "O", "H", "H", "O", "H", "H", "O", "H", "H", "O", "H", "H"],
  "xyz": [[-2.41583, 1.29527, 2.31239], [-2.18562, 1.97100, 1.67472], [-3.28707, 1.00120, 2.04649], [-2.79136, -1.07274, -0.28648], [-2.97175, -0.13437, -0.23035], [-3.63426, -1.49020, -0.10908], [1.42026, -0.74830, 1.91480], [1.73642, -1.61296, 2.17677], [0.99220, -0.40194, 2.69777], [2.16255, -0.38252, -2.44709], [2.74774, 0.26844, -2.05975], [1.35972, -0.32171, -1.92942], [0.06156, 0.13925, -0.54110], [-0.84132, 0.28566, -0.25895], [0.55432, 0.03933, 0.27341], [3.34840, 1.11178, 2.05287], [2.70925, 0.39940, 2.03779], [3.95114, 0.90861, 1.33757], [0.02069, 2.19973, -2.69379], [-0.20167, 2.48576, -1.80780], [0.78370, 1.63333, -2.57871], [-0.85846, -2.68317, -1.02522], [-1.27670, -2.94345, -1.84594], [-1.38391, -1.94741, -0.71090]],
  "mulliken_charge": [-1.16, 0.51, 0.39, -0.98, 0.26, 0.39, -1.02, 0.34, 0.39, -0.71, 0.33, 0.33, -0.55, 0.16, 0.42, -0.70, 0.46, 0.32, -0.70, 0.36, 0.34, -0.89, 0.31, 0.40]
}



Entry 2:
{
  "formula": "C26H24FN4O6Tc",
  "method": "ωB97M-V/def2-TZVPD",
  "lumo_ha": [-0.107, -0.106],
  "multiplicity": 2,
  "charge": 1,
  "s_squared": 0.754,
  "gap_ev": [7.3665, 7.4956],
  "species": ["Tc", "O", "C", "C", "C", "C", "C", "C", "N", "H", "H", "H", "H", "H", "H", "H", "C", "C", "C", "C", "C", "C", "C", "F", "C", "C", "C", "O", "C", "C", "N", "C", "C", "O", "O", "H", "H", "H", "H", "H", "H", "H", "H", "H", "H", "H", "N", "C", "O", "C", "C", "C", "N", "C", "C", "H", "H", "H", "H", "H", "H", "O"],
  "xyz": [[0.59325, -1.59440, -1.34695], [-0.25099, -3.06041, -0.04791], [-0.92587, -4.18221, -0.64242], [-0.88195, -4.02315, -2.14187], [-1.48007, -4.98014, -2.93884], [-1.43789, -4.82342, -4.31507], [-0.79955, -3.71317, -4.84314], [-0.22677, -2.79520, -3.98577], [-0.27157, -2.95612, -2.65929], [-0.23947, -3.05325, 0.93251], [-1.96254, -4.19392, -0.30400], [-0.42508, -5.10424, -0.34572], [-1.96962, -5.83315, -2.48821], [-1.89628, -5.55800, -4.96246], [-0.74041, -3.54990, -5.90887], [0.28803, -1.90859, -4.32502], [-2.10458, 5.47279, -1.27957], [-2.64491, 4.66426, -0.10839], [-2.46354, 5.42374, 1.19190], [-3.00327, 4.63328, 2.37105], [-2.37169, 3.26976, 2.41140], [-2.27804, 2.57360, 3.58878], [-1.70486, 1.30125, 3.61294], [-1.63465, 0.65984, 4.78577], [-1.22552, 0.70536, 2.48882], [-1.31344, 1.39124, 1.26513], [-0.82942, 0.76445, 0.05334], [-0.22203, -0.36476, 0.15548], [-1.06673, 1.42944, -1.14900], [-1.63466, 2.68939, -1.11064], [-1.97076, 3.33361, -0.00021], [-1.88703, 2.67155, 1.22449], [-0.78994, 0.89613, -2.53263], [-1.06565, 1.59466, -3.48170], [-0.31126, -0.30003, -2.64890], [-2.52026, 6.47717, -1.22441], [-2.38274, 5.06754, -2.25032], [-1.01688, 5.54392, -1.23460], [-3.71071, 4.47646, -0.26673], [-2.97725, 6.38008, 1.10732], [-1.40086, 5.63600, 1.34088], [-4.08851, 4.52790, 2.28450], [-2.80389, 5.15533, 3.30616], [-2.64673, 3.00287, 4.51154], [-0.79427, -0.28220, 2.53198], [-1.80197, 3.18610, -2.05354], [6.89627, -2.35763, 2.45820], [5.68259, -1.95917, 2.89432], [5.45542, -1.65481, 4.04458], [4.56630, -1.90012, 1.86920], [4.68720, -2.22492, 0.52728], [3.58339, -2.12334, -0.30230], [2.38556, -1.72312, 0.12635], [2.27504, -1.41343, 1.42695], [3.32057, -1.48383, 2.32091], [7.63921, -2.39666, 3.13526], [7.09855, -2.60898, 1.51030], [5.61732, -2.55675, 0.08753], [3.64211, -2.35121, -1.35794], [1.30048, -1.07679, 1.75235], [3.18608, -1.21632, 3.35881], [1.95674, -1.60440, -2.41958]],
  "mulliken_charge": [0.54, -0.37, -0.33, 0.60, -0.94, -0.22, -0.87, -0.19, 0.31, 0.28, 0.39, 0.40, 0.44, 0.43, 0.41, 0.52, -1.78, 0.50, -1.02, -1.03, 1.01, -0.72, -0.02, -0.35, -1.20, 0.85, 1.61, -0.47, -0.42, -0.45, 0.23, -0.67, 0.02, -0.73, -0.29, 0.44, 0.55, 0.41, 0.13, 0.39, 0.34, 0.33, 0.48, 0.54, 0.56, 0.66, -0.29, 0.24, -0.61, 1.01, -0.74, -0.73, 0.13, -0.18, -0.59, 0.25, 0.14, 0.27, 0.61, 0.25, 0.50, -0.59]
}



Entry 3:
{
  "formula": "C23H29O7Ru",
  "method": "ωB97M-V/def2-TZVPD",
  "lumo_ha": [0.022, 0.021],
  "multiplicity": 2,
  "s_squared": 0.773,
  "gap_ev": [7.8554, 7.8425],
  "species": ["Ru", "C", "C", "O", "C", "C", "O", "C", "C", "O", "C", "C", "O", "H", "H", "H", "H", "H", "H", "H", "H", "H", "H", "H", "H", "H", "H", "H", "H", "O", "C", "C", "O", "O", "C", "C", "C", "C", "C", "C", "C", "C", "C", "C", "C", "C", "H", "H", "H", "H", "H", "H", "H", "H", "H", "H", "H", "C", "H", "H"],
  "xyz": [[1.42740, 0.00187, -0.00909], [0.39004, -2.51925, 2.48425], [1.89338, -2.36299, 2.48281], [2.40544, -3.05686, 1.35767], [3.77406, -2.87338, 1.09561], [4.13852, -1.55842, 0.39638], [3.21690, -1.09728, -0.59118], [3.05381, -1.89646, -1.76561], [2.00737, -2.97566, -1.57112], [0.86823, -2.33951, -1.04706], [-0.08218, -3.20834, -0.46821], [-0.94711, -2.39466, 0.46691], [-0.20162, -1.72077, 1.47108], [0.00057, -2.18688, 3.45104], [0.12955, -3.57470, 2.35771], [2.31620, -2.78102, 3.40588], [2.13716, -1.29446, 2.42475], [4.07770, -3.72351, 0.48244], [4.36264, -2.91837, 2.02193], [5.11589, -1.69422, -0.08070], [4.20775, -0.73679, 1.10368], [4.01685, -2.32970, -2.04984], [2.72296, -1.20108, -2.53633], [2.34738, -3.75763, -0.88816], [1.78693, -3.43788, -2.54188], [0.43643, -4.00565, 0.07629], [-0.71416, -3.66559, -1.23926], [-1.71137, -3.04107, 0.91403], [-1.45176, -1.60475, -0.08966], [-0.38388, 1.03884, 0.44847], [-1.19493, 1.57275, -0.60928], [-0.63698, 0.97368, -1.94939], [-1.23407, 1.26886, -2.97142], [0.39327, 0.22847, -1.85808], [-1.06390, 3.09666, -0.65392], [-1.78354, 3.84405, -1.58550], [-1.68350, 5.22417, -1.61530], [-0.85775, 5.89296, -0.72143], [-0.11938, 5.15991, 0.18949], [-0.21716, 3.77349, 0.21835], [-2.63912, 1.11378, -0.36562], [-3.62508, 1.23651, -1.34449], [-4.92719, 0.83344, -1.09257], [-5.27736, 0.29590, 0.13753], [-4.30259, 0.15233, 1.11010], [-2.99639, 0.55230, 0.85892], [-0.47958, 1.55111, 1.25727], [-2.40148, 3.34220, -2.31254], [-2.25129, 5.78058, -2.35006], [-0.78213, 6.97227, -0.74728], [0.55080, 5.65870, 0.87805], [0.42295, 3.23734, 0.90514], [-3.36042, 1.60301, -2.32377], [-5.67149, 0.93363, -1.87238], [-6.29565, -0.01651, 0.33011], [-4.55076, -0.27877, 2.07207], [-2.25297, 0.38945, 1.62643], [2.41866, 1.20024, 0.90956], [3.42421, 1.49660, 0.57831], [2.05375, 1.82706, 1.73886]],
  "mulliken_charge": [0.60, -0.83, -0.46, -0.16, -0.73, -0.70, -0.18, -0.73, -0.73, 0.15, -0.64, -0.36, -0.02, 0.44, 0.38, 0.46, 0.21, 0.35, 0.48, 0.36, 0.37, 0.46, 0.29, 0.38, 0.41, 0.38, 0.44, 0.43, -0.04, -0.34, 3.02, -0.11, -0.70, -0.48, -0.12, -0.06, -1.06, -0.42, -1.08, 0.09, 0.12, -0.30, -1.00, -0.44, -0.99, -0.12, 0.26, 0.22, 0.41, 0.39, 0.41, 0.01, 0.36, 0.39, 0.40, 0.41, 0.25, -1.06, 0.28, 0.22]
}



Entry 4:
{
  "formula": "C31H55BrCuNO3P3",
  "method": "ωB97M-V/def2-TZVPD",
  "lumo_ha": [-0.278, -0.322],
  "multiplicity": 2,
  "charge": 2,
  "s_squared": 0.752,
  "gap_ev": [4.5713, 3.3620],
  "species": ["N", "C", "C", "C", "C", "C", "C", "Cu", "P", "C", "C", "C", "C", "C", "C", "C", "Br", "H", "H", "H", "H", "H", "H", "H", "H", "H", "H", "P", "C", "C", "H", "H", "H", "H", "H", "C", "C", "H", "H", "H", "H", "H", "C", "C", "H", "H", "H", "H", "H", "C", "C", "H", "H", "H", "H", "H", "C", "C", "H", "H", "H", "H", "H", "C", "C", "H", "H", "H", "H", "H", "C", "C", "O", "P", "O", "C", "C", "O", "C", "C", "H", "H", "H", "H", "H", "H", "H", "H", "H", "H", "H", "H", "H", "H", "H"],
  "xyz": [[-7.18589, 5.07612, -6.11047], [-7.00592, 5.68644, -4.93726], [-6.15758, 5.16524, -3.95188], [-5.45085, 3.96374, -4.19722], [-5.66666, 3.33967, -5.45185], [-6.54682, 3.93722, -6.37507], [-4.54814, 3.39520, -3.20688], [-0.27975, -0.27023, 0.64966], [6.08452, -1.40217, -0.32322], [-3.66678, 2.39339, -3.48775], [-2.84038, 1.79937, -2.48526], [-1.67001, 1.14891, -2.89935], [-0.81334, 0.61708, -1.93085], [-1.20267, 0.71405, -0.61807], [-2.35077, 1.34632, -0.17543], [-3.18342, 1.91477, -1.12180], [1.93852, -1.02229, 0.93020], [-4.56996, 3.86338, -2.21828], [-3.49713, 2.05474, -4.51378], [-6.06031, 5.69426, -2.99990], [-5.19447, 2.38870, -5.72160], [-7.55633, 6.61859, -4.76286], [-6.73986, 3.47268, -7.34872], [-1.42828, 1.09617, -3.95939], [-4.09143, 2.45105, -0.84160], [0.11943, 0.14026, -2.20745], [-2.59778, 1.39016, 0.87287], [-0.76825, -2.38217, -0.13775], [5.53729, 0.32336, 0.00066], [6.55782, 1.33425, -0.52529], [5.41572, 0.43677, 1.08616], [4.55203, 0.46664, -0.45901], [6.32000, 2.34547, -0.17986], [7.56827, 1.09777, -0.17581], [6.58395, 1.35495, -1.61876], [5.26478, -1.80590, -1.92226], [5.93296, -2.99365, -2.62019], [5.34168, -0.90967, -2.55561], [4.19915, -1.99439, -1.73330], [5.58109, -3.07955, -3.65317], [7.02193, -2.87974, -2.64958], [5.71178, -3.93765, -2.11469], [5.19287, -2.44063, 0.90154], [5.88860, -2.52406, 2.25562], [5.11833, -3.44677, 0.46042], [4.16700, -2.05478, 1.01003], [5.33534, -3.19110, 2.92360], [6.89736, -2.93127, 2.15210], [5.96542, -1.55081, 2.74565], [-0.61074, -3.76744, 1.06834], [-1.61929, -4.91010, 0.94065], [-0.67622, -3.30490, 2.06512], [0.41434, -4.15588, 0.96614], [-2.61423, -4.62236, 1.29792], [-1.70771, -5.28188, -0.08723], [-1.28705, -5.75390, 1.55679], [0.41821, -2.85829, -1.48688], [-0.09004, -2.82911, -2.91860], [0.79792, -3.85324, -1.22058], [1.25669, -2.15965, -1.36310], [-0.86823, -3.57849, -3.09019], [-0.47788, -1.84445, -3.20406], [0.74275, -3.05892, -3.59451], [-2.42760, -2.56749, -0.89568], [-3.60339, -2.22142, 0.02515], [-2.51414, -3.60307, -1.25310], [-2.44859, -1.91825, -1.78446], [-4.36676, -1.68685, -0.55388], [-4.07316, -3.12608, 0.43309], [-3.31329, -1.57038, 0.86047], [-2.80943, 2.93892, 4.53354], [-1.44751, 2.91437, 3.89644], [-1.43700, 1.93664, 2.79169], [-0.42251, 0.69396, 2.67573], [-0.85742, -0.19884, 3.92734], [-0.19057, -1.38728, 4.44875], [0.35720, -1.13797, 5.83278], [0.99254, 1.25967, 3.17366], [1.72761, 2.17744, 2.29722], [3.01654, 2.51127, 2.99261], [-3.52097, 3.45461, 3.89254], [-2.75327, 3.47404, 5.48397], [-3.15992, 1.91943, 4.72985], [-1.19315, 3.87210, 3.42373], [-0.67008, 2.65087, 4.62616], [-0.98108, -2.14541, 4.48976], [0.59871, -1.71621, 3.75160], [-0.37733, -0.64489, 6.48070], [0.61525, -2.10600, 6.27120], [1.27182, -0.53835, 5.80332], [1.93760, 1.66387, 1.34627], [1.10565, 3.05979, 2.10535], [2.84474, 3.08043, 3.91213], [3.57827, 1.60305, 3.23742], [3.61963, 3.12672, 2.31756]],
  "mulliken_charge": [-0.57, -0.31, -0.46, 0.82, -0.45, -0.33, -0.12, -1.72, 0.39, -0.55, 1.27, -0.90, -0.34, 0.51, -0.13, -1.17, -0.33, 0.27, 0.24, 0.34, 0.26, 0.35, 0.35, 0.41, 0.23, 0.75, 0.65, 1.37, 0.03, -1.35, 0.24, 0.20, 0.37, 0.39, 0.36, -0.01, -1.24, 0.45, -0.09, 0.38, 0.37, 0.34, 0.81, -1.32, 0.40, -0.80, 0.38, 0.40, 0.32, -0.02, -1.32, -0.08, 0.49, 0.31, 0.31, 0.42, -0.14, -1.40, 0.59, -0.16, 0.36, 0.27, 0.43, -0.82, -1.25, 0.58, 0.41, 0.34, 0.40, 0.18, -1.25, -0.16, -0.18, 0.89, -0.33, 0.06, -1.37, -0.19, 0.12, -1.45, 0.33, 0.39, 0.29, 0.30, 0.29, 0.33, 0.18, 0.31, 0.43, 0.29, 0.04, 0.30, 0.37, 0.24, 0.42]
}



Result set for energy above the lowest of the compared OMol25 structures with the same formula, charge and spin: 38.7; 135.2; 0.0; 0.0 kJ/mol, one per record in the order listed.